{
  "formula": "C20H46AuO3P4S",
  "method": "ωB97M-V/def2-TZVPD",
  "orbital_gap_ev": [6.668, 3.199],
  "total_charge": 3,
  "spin_multiplicity": 3,
  "lumo_energy_ev": [-8.62, -12.09],
  "fmax_ev_per_a": 2.2,
  "e_tot_ev": -79284.3085,
  "species": ["Au", "P", "P", "P", "H", "C", "C", "H", "C", "C", "C", "C", "C", "C", "C", "C", "C", "H", "H", "H", "H", "H", "H", "H", "H", "H", "H", "H", "H", "H", "H", "H", "H", "H", "H", "H", "H", "H", "H", "H", "H", "H", "H", "H", "H", "H", "C", "C", "C", "C", "C", "C", "S", "H", "H", "H", "H", "H", "H", "C", "O", "P", "O", "C", "O", "C", "H", "H", "H", "H", "H", "H", "H", "H", "H"],
  "coordinates": [[-0.0069, 0.1735, -0.8322], [1.7047, 1.3437, 1.0760], [-1.6516, 1.7691, 0.1945], [0.7871, 1.7001, -2.4382], [-1.0341, -1.7252, 0.8885], [-0.4256, -1.8923, -0.0004], [0.9823, -1.7771, 0.0545], [1.4812, -1.6986, 1.0201], [1.7704, 0.5766, 2.7368], [1.6813, 3.1297, 1.5331], [3.4213, 1.0789, 0.4854], [-3.3212, 1.2469, -0.2722], [-1.7882, 1.8337, 2.0068], [-1.6479, 3.5405, -0.2416], [2.1209, 0.8334, -3.3235], [1.4987, 3.3346, -2.1157], [-0.5067, 2.0667, -3.6637], [-0.8906, -2.4950, -0.7871], [1.6128, -2.1535, -0.7605], [1.9116, -0.5076, 2.6484], [0.8320, 0.7565, 3.2826], [2.6113, 1.0137, 3.3054], [0.7744, 3.3624, 2.1130], [1.7017, 3.7606, 0.6312], [2.5628, 3.3558, 2.1547], [3.5672, 0.0014, 0.3166], [4.1396, 1.4283, 1.2465], [3.5969, 1.6150, -0.4597], [-4.0357, 2.0363, -0.0014], [-3.5739, 0.3255, 0.2655], [-3.3671, 1.0598, -1.3507], [-2.7085, 2.3805, 2.2568], [-0.9459, 2.3579, 2.4775], [-1.8474, 0.8275, 2.4343], [-2.5588, 3.9898, 0.1873], [-1.6654, 3.6848, -1.3294], [-0.7770, 4.0547, 0.1838], [2.1860, 1.1759, -4.3642], [1.9453, -0.2454, -3.3280], [3.0844, 1.0197, -2.8328], [1.7906, 3.7823, -3.0776], [2.3913, 3.2812, -1.4845], [0.7667, 4.0009, -1.6473], [-0.1097, 1.9386, -4.6745], [-0.8768, 3.0978, -3.5639], [-1.3479, 1.3790, -3.5341], [-0.7022, -2.5897, -4.7927], [-1.7582, -2.5097, -5.7300], [-1.8449, -3.4137, -6.7858], [-0.8730, -4.4159, -6.9357], [0.1729, -4.5132, -6.0077], [0.2706, -3.6061, -4.9479], [-0.6725, -1.3120, -3.5787], [0.1401, -1.5066, -2.4211], [-2.4892, -1.7049, -5.6310], [-2.6530, -3.3284, -7.5155], [-0.9223, -5.0882, -7.7979], [0.9258, -5.2938, -6.1387], [1.1037, -3.6757, -4.2440], [-0.9868, 0.9968, 6.1292], [-0.9097, 0.3027, 4.8610], [-1.5451, -1.2316, 4.6346], [-1.1355, -1.9747, 6.0219], [0.1851, -2.0724, 6.5717], [-0.4509, -1.8950, 3.5472], [-0.1309, -3.2955, 3.4813], [-1.0038, 2.0701, 5.8955], [-0.0927, 0.7774, 6.7334], [-1.8965, 0.7607, 6.7112], [0.9375, -1.4655, 6.0426], [0.1228, -1.7331, 7.6130], [0.4779, -3.1291, 6.5509], [0.8009, -3.5109, 4.0144], [-0.9286, -3.9352, 3.8816], [0.0228, -3.5255, 2.4215]],
  "atomic_forces_ev_per_a": [[0.62, 0.95, 1.92], [1.89, 0.40, 1.05], [-1.19, -0.17, 0.15], [0.94, 0.26, -0.77], [0.28, -0.25, 0.00], [1.12, -0.05, 0.40], [-1.39, -0.81, -0.56], [-0.16, 0.63, -0.28], [-0.65, -0.40, -0.11], [-0.65, 0.16, -0.58], [-0.20, -0.13, -0.42], [-0.26, 0.13, -0.07], [0.16, 0.00, 0.25], [0.09, 0.11, -0.11], [0.21, -0.02, -0.36], [0.08, 0.29, 0.21], [-0.50, -0.05, 0.02], [0.05, 0.51, 0.07], [-0.31, -0.02, 0.37], [-0.03, 0.30, 0.20], [0.23, -0.15, -0.06], [-0.25, -0.04, -0.43], [0.41, -0.05, -0.23], [0.03, -0.14, 0.42], [-0.20, -0.28, -0.24], [0.05, 0.35, 0.03], [-0.34, -0.08, -0.24], [0.03, -0.20, 0.34], [0.04, -0.30, -0.09], [0.01, 0.15, -0.15], [-0.11, 0.04, 0.20], [0.20, -0.13, -0.04], [-0.28, -0.21, -0.13], [0.00, 0.17, -0.06], [0.32, -0.12, -0.16], [-0.03, 0.01, 0.26], [-0.20, -0.10, -0.13], [0.07, 0.02, 0.21], [0.09, 0.21, -0.03], [-0.22, -0.03, -0.06], [-0.09, -0.19, 0.18], [-0.15, -0.04, -0.14], [0.12, -0.15, -0.08], [0.01, 0.06, 0.12], [0.18, -0.32, 0.05], [0.05, 0.25, -0.11], [0.80, 0.14, 0.92], [-0.84, 0.09, -1.09], [-0.32, 0.93, 0.61], [-0.21, 0.08, -0.29], [0.73, 0.49, 1.17], [0.57, -1.19, -0.44], [-0.47, -0.54, -0.33], [-0.29, -0.73, -1.72], [0.10, -0.31, -0.08], [0.23, 0.01, 0.32], [0.04, 0.16, 0.38], [-0.20, 0.31, 0.16], [-0.29, -0.03, -0.27], [-0.02, 0.15, 0.21], [0.29, -0.83, -0.61], [0.11, -0.40, 1.18], [-0.29, 0.37, -0.83], [0.21, -0.09, 0.35], [0.26, 0.97, 0.10], [-0.11, 0.01, 0.05], [0.01, -0.36, 0.07], [-0.37, 0.02, -0.20], [0.41, -0.10, -0.41], [-0.38, -0.15, 0.00], [0.10, -0.14, -0.27], [0.01, 0.30, 0.05], [-0.18, 0.12, 0.03], [0.14, 0.24, -0.10], [-0.10, -0.10, 0.19]]
}

=====

{
  "formula": "C20H46CaClGaMgN2NaO9S",
  "method": "ωB97M-V/def2-TZVPD",
  "orbital_gap_ev": 1.591,
  "total_charge": 1,
  "lumo_energy_ev": -6.76,
  "fmax_ev_per_a": 2.6,
  "e_tot_ev": -146907.3180,
  "species": ["C", "C", "C", "N", "Ga", "C", "O", "O", "C", "C", "C", "N", "H", "H", "H", "H", "H", "H", "H", "H", "H", "H", "H", "H", "H", "H", "H", "H", "H", "H", "Mg", "C", "C", "C", "C", "C", "C", "H", "H", "H", "H", "H", "H", "Cl", "Na", "C", "O", "H", "H", "H", "H", "O", "H", "H", "O", "S", "O", "O", "C", "C", "C", "H", "H", "H", "H", "H", "H", "H", "H", "C", "C", "C", "O", "H", "H", "H", "H", "H", "H", "H", "O", "H", "Ca"],
  "coordinates": [[-6.5938, -1.3718, 0.2976], [-5.6108, -2.4668, -0.1049], [-5.2843, -2.5157, -1.6117], [-5.0123, -1.2375, -2.2675], [-3.7780, -0.0537, -1.3894], [-4.3386, 1.9161, -1.7628], [-4.3439, 2.6245, -0.5198], [-3.1161, 3.3276, -0.4089], [-1.8070, -0.1875, -2.0799], [-0.8756, -0.5340, -0.9702], [-0.7127, 0.4919, 0.1222], [-0.2399, -1.6394, -0.9308], [-6.1216, -0.3925, 0.3549], [-6.9550, -1.5642, 1.3124], [-7.4411, -1.2955, -0.3928], [-4.6859, -2.4504, 0.4653], [-6.0788, -3.4281, 0.1348], [-4.4426, -3.1869, -1.7801], [-6.1418, -2.9842, -2.1134], [-5.8806, -0.7682, -2.4934], [-3.7852, -0.1771, 0.1936], [-3.6340, 2.4004, -2.4309], [-5.3298, 2.0080, -2.2203], [-3.2812, 4.2553, -0.7187], [-1.7738, -0.8860, -2.9232], [-1.5401, 0.8071, -2.4543], [0.1979, 1.0611, -0.0557], [-1.5898, 1.1366, 0.1075], [-0.6896, -0.0156, 1.0826], [-0.4894, -2.1965, -1.7514], [-2.7245, 6.0464, 0.3158], [4.2672, 1.2234, 1.7540], [4.2851, 2.5711, 1.4194], [3.6684, 3.0082, 0.2546], [3.0248, 2.0989, -0.5748], [3.0045, 0.7517, -0.2383], [3.6279, 0.3140, 0.9225], [4.7504, 0.8806, 2.6589], [4.7820, 3.2812, 2.0683], [3.6889, 4.0587, -0.0078], [2.5389, 2.4371, -1.4817], [2.5006, 0.0402, -0.8824], [3.6151, -0.7374, 1.1805], [-4.1784, 1.1889, -4.5503], [-7.9314, -4.1467, 0.5763], [-3.1313, 2.5756, 3.2156], [-3.7343, 1.5390, 2.4543], [-3.2681, 2.3355, 4.2671], [-2.0608, 2.6493, 3.0024], [-3.6143, 3.5361, 3.0046], [-3.6246, 1.7439, 1.5195], [0.9299, -3.1153, -3.7385], [1.3710, -2.2910, -3.5067], [1.6452, -3.7565, -3.7975], [6.1970, -0.6054, 3.7926], [6.3983, -1.3081, 5.0250], [6.8035, -0.6020, 6.1995], [7.3910, -2.5195, 4.7631], [8.6789, -2.2234, 4.1766], [9.6325, -1.5618, 5.1504], [4.9724, -2.2672, 5.4012], [8.5421, -1.6169, 3.2799], [9.0791, -3.1843, 3.8603], [9.2815, -0.5733, 5.4417], [10.6154, -1.4513, 4.6922], [9.7266, -2.1568, 6.0587], [4.6753, -2.8234, 4.5167], [4.1913, -1.5692, 5.6944], [5.2091, -2.9337, 6.2258], [1.0560, 1.0636, -5.5626], [0.5558, 1.5798, -4.2063], [-0.4841, 2.7364, -4.4280], [1.5388, 2.0834, -3.4971], [1.5486, 1.8559, -6.1251], [1.7634, 0.2462, -5.4234], [0.2267, 0.6851, -6.1679], [-0.0513, 0.7409, -3.7332], [-0.0540, 3.5854, -4.9540], [-0.8742, 3.0893, -3.4731], [-1.3247, 2.3559, -5.0158], [-6.0725, -6.3151, 0.7064], [-5.2218, -6.6420, 1.0085], [-6.0573, 1.4218, -5.9332]],
  "atomic_forces_ev_per_a": [[0.34, 0.02, 0.29], [-0.37, -0.25, -0.39], [-0.51, 0.08, -0.31], [0.42, 0.14, 0.57], [-0.87, 0.42, 0.20], [0.38, -0.04, -0.08], [-0.25, 0.04, -0.10], [0.45, -0.08, 0.18], [1.75, 0.44, -0.70], [-0.45, -0.05, 0.22], [-0.46, -0.42, -0.35], [0.06, 0.06, -0.28], [0.00, 0.06, -0.12], [-0.15, 0.07, -0.01], [-0.05, -0.06, -0.01], [-0.10, 0.23, 0.25], [0.74, -0.24, -0.09], [0.04, -0.05, 0.11], [0.05, -0.06, -0.08], [0.00, 0.03, -0.04], [0.30, -0.26, -0.11], [0.09, 0.12, 0.08], [-0.16, 0.06, 0.30], [-0.49, -0.69, -0.30], [-0.32, -0.23, 0.11], [-0.64, 0.25, 0.12], [0.04, 0.10, 0.17], [0.17, 0.31, 0.10], [0.27, 0.07, 0.07], [0.10, -0.30, 0.16], [0.21, 0.59, 0.32], [-0.02, 0.03, 0.06], [-0.02, 0.01, -0.03], [-0.01, -0.03, 0.04], [-0.03, 0.06, -0.02], [0.01, 0.00, -0.02], [-0.03, 0.00, 0.00], [0.03, -0.01, -0.04], [0.01, -0.01, 0.00], [0.00, 0.00, 0.00], [0.04, -0.03, 0.02], [0.00, -0.01, 0.01], [0.00, 0.00, 0.01], [-0.08, -0.13, -0.82], [0.74, -1.12, 0.27], [-0.10, -0.10, -0.33], [0.03, -0.01, 0.13], [0.00, -0.01, 0.01], [0.01, 0.07, 0.07], [0.09, 0.06, 0.10], [-0.08, -0.02, -0.01], [-0.01, 0.16, -0.04], [0.03, -0.03, 0.05], [-0.05, -0.06, 0.03], [0.09, 0.15, 0.05], [-0.08, -0.44, 0.06], [0.00, 0.19, -0.07], [-0.05, -0.03, 0.04], [0.53, 0.16, -0.21], [-0.17, 0.13, 0.17], [-0.04, -0.05, -0.03], [-0.17, 0.03, 0.05], [-0.22, -0.11, 0.06], [0.01, 0.01, -0.03], [-0.01, -0.08, -0.05], [0.05, -0.04, -0.03], [0.02, 0.00, -0.01], [0.03, 0.04, -0.01], [0.02, 0.01, 0.01], [-0.45, -0.67, -0.10], [1.30, 1.44, -1.70], [-1.10, -0.14, 0.38], [-0.54, -0.68, 0.70], [0.02, 0.11, 0.18], [0.05, 0.04, 0.02], [0.03, -0.03, 0.01], [-0.19, 0.01, 0.72], [0.38, -0.19, 0.00], [0.11, -0.04, 0.06], [0.04, -0.09, -0.01], [-1.03, 1.03, -0.27], [0.01, 0.16, 0.09], [0.21, -0.11, 0.14]]
}

=====

{
  "formula": "C20H46Cl2LuOP2",
  "method": "ωB97M-V/def2-TZVPD",
  "orbital_gap_ev": 5.832,
  "total_charge": -1,
  "lumo_energy_ev": 2.84,
  "fmax_ev_per_a": 3.7,
  "e_tot_ev": -100780.6252,
  "species": ["Lu", "Cl", "P", "C", "C", "C", "C", "H", "C", "H", "H", "H", "H", "H", "H", "H", "C", "C", "H", "H", "H", "H", "H", "H", "C", "H", "C", "H", "H", "H", "H", "H", "H", "Cl", "H", "P", "C", "C", "C", "C", "H", "C", "H", "H", "H", "H", "H", "H", "H", "C", "C", "H", "H", "H", "H", "H", "H", "C", "H", "C", "H", "H", "H", "H", "H", "H", "C", "C", "O", "H", "H", "H"],
  "coordinates": [[-0.5251, 0.4818, 0.1546], [-0.5735, 1.3855, -2.1602], [-2.9068, -0.6349, -0.4457], [-3.1939, -1.5100, -2.0286], [-3.7284, -1.6006, 0.8943], [-3.6900, 1.0295, -0.6596], [-2.0109, -2.4288, -2.3725], [-3.2172, -0.6879, -2.7666], [-4.5278, -2.2553, -2.0561], [-4.5350, -3.1074, -1.3640], [-4.6618, -2.6444, -3.0731], [-5.3763, -1.5985, -1.8329], [-1.0905, -1.8540, -2.5329], [-2.2505, -2.9713, -3.2989], [-1.8187, -3.1661, -1.5781], [-3.2196, 1.3883, -1.5928], [-3.3115, 2.0361, 0.4537], [-5.1980, 0.8943, -0.8830], [-5.4077, 0.4662, -1.8710], [-5.6428, 1.8986, -0.8542], [-5.6794, 0.2816, -0.1044], [-2.6091, 1.6711, 1.2471], [-4.2175, 2.3717, 0.9840], [-2.8378, 2.9267, 0.0051], [-2.9732, -2.9343, 1.0442], [-4.7513, -1.7736, 0.5186], [-3.7806, -0.8342, 2.2173], [-3.1397, -3.6142, 0.1969], [-3.3335, -3.4353, 1.9533], [-1.8898, -2.7628, 1.1596], [-2.7683, -0.6146, 2.5897], [-4.2702, -1.4811, 2.9555], [-4.3586, 0.0947, 2.1504], [0.0339, -0.7796, 2.2900], [0.1671, -1.1296, -0.6129], [2.9674, 0.4102, -0.3770], [3.4755, 1.9293, -1.3009], [3.9653, 0.3311, 1.1839], [3.4512, -0.9923, -1.4770], [2.4431, 3.0500, -1.1358], [3.4477, 1.6059, -2.3564], [4.8854, 2.4211, -0.9614], [4.9399, 2.8156, 0.0629], [5.1288, 3.2402, -1.6534], [5.6463, 1.6406, -1.0789], [1.5025, 2.7810, -1.6313], [2.8291, 3.9645, -1.6042], [2.2121, 3.2693, -0.0844], [2.8738, -0.7513, -2.3892], [2.9622, -2.3589, -0.9655], [4.9405, -0.9762, -1.8087], [5.2012, -0.1089, -2.4226], [5.1706, -1.8839, -2.3779], [5.5621, -0.9681, -0.9051], [2.1000, -2.2760, -0.2911], [3.7644, -2.9178, -0.4634], [2.6288, -2.9477, -1.8331], [3.4943, 1.4274, 2.1455], [5.0070, 0.5267, 0.8829], [3.8537, -1.0294, 1.8674], [3.6130, 2.4389, 1.7405], [4.0963, 1.3616, 3.0620], [2.4378, 1.2893, 2.4301], [2.8032, -1.2876, 2.0667], [4.3741, -0.9718, 2.8324], [4.3165, -1.8326, 1.2880], [-0.5843, 2.3093, 3.5849], [-0.6221, 1.9963, 2.1528], [0.1845, 2.2949, 1.2561], [0.2095, 1.7153, 4.0734], [-1.5562, 1.9888, 4.0015], [-0.4314, 3.3874, 3.7594]],
  "atomic_forces_ev_per_a": [[1.53, 0.10, 0.95], [-0.31, 0.39, -0.73], [0.84, 0.57, 0.61], [-0.02, 0.04, 0.00], [-0.44, 0.12, -0.71], [-0.56, -0.36, -0.22], [-0.05, -0.07, -0.23], [0.00, -0.27, 0.18], [-0.04, -0.09, -0.45], [-0.03, 0.21, -0.16], [-0.14, -0.09, 0.15], [0.16, -0.26, 0.02], [-0.24, -0.13, 0.24], [0.04, 0.01, 0.13], [-0.02, 0.27, -0.26], [-0.20, -0.25, 0.31], [-0.26, 0.12, 0.09], [-0.15, 0.61, -0.05], [-0.05, 0.05, 0.27], [-0.15, -0.21, -0.04], [0.09, 0.19, -0.23], [-0.38, 0.16, -0.58], [0.20, -0.07, -0.13], [-0.16, -0.30, 0.19], [-0.01, 0.00, 0.19], [0.11, -0.20, 0.43], [0.08, -0.15, 0.11], [0.07, 0.23, 0.21], [0.08, 0.01, -0.16], [-0.34, -0.01, -0.04], [-0.23, 0.04, -0.17], [0.03, 0.11, 0.00], [0.16, -0.13, -0.05], [0.25, -0.84, 0.64], [0.08, -0.53, -0.33], [-2.35, -0.09, 0.72], [0.52, -0.14, 0.05], [0.43, 0.25, -0.64], [0.16, 0.48, 0.13], [-0.10, 0.03, -0.05], [0.10, 0.11, 0.22], [0.06, 0.27, -0.37], [-0.01, -0.11, -0.26], [0.15, -0.05, 0.21], [-0.12, 0.16, 0.07], [0.23, 0.09, 0.22], [-0.05, -0.02, 0.04], [0.10, -0.12, -0.21], [0.19, -0.08, 0.30], [-0.10, -0.16, -0.15], [-0.06, -0.38, -0.32], [0.04, -0.10, 0.08], [0.26, 0.08, -0.03], [-0.09, -0.05, -0.11], [0.18, 0.08, -0.20], [-0.14, 0.16, -0.12], [0.12, 0.00, 0.26], [-0.08, 0.01, 0.19], [0.00, -0.10, 0.42], [-0.02, -0.07, 0.13], [-0.10, -0.19, 0.03], [-0.06, 0.08, -0.07], [0.33, 0.01, -0.24], [0.23, 0.07, -0.11], [-0.07, -0.07, -0.07], [-0.08, 0.12, 0.06], [0.37, 0.62, 0.84], [-2.34, -2.24, -1.78], [1.86, 1.63, 0.57], [-0.19, 0.31, -0.16], [0.52, 0.25, 0.02], [0.13, -0.13, 0.17]]
}